No. 1
A structure of composition C5H10O at a distorted geometry, computed with the ωB97M-V functional and the def2-TZVPD basis.

Values from the calculation:
Kohn-Sham gap, eV: 7.8
LUMO energy, hartree: -0.0054
ΔE to the lowest compared entry with this formula, charge and spin, kcal per mole: 157.53

Each line ends with the Mulliken charge.
Element x y z (Å)
C -0.8666 -0.7936 0.7164  -0.73
C -1.6180 0.0777 -0.1186  -0.55
C -0.4592 1.7001 -0.0530  -0.38
O 0.5854 1.6011 -0.8077  -0.57
C 1.7700 -0.0358 -0.1207  -0.30
C 1.1298 -1.2525 -0.3575  -0.69
H -0.8308 -1.8243 0.5326  0.39
H -1.0030 -0.6927 1.7958  0.31
H -1.6007 -0.1870 -1.1748  0.29
H -2.6609 0.1895 0.2429  0.35
H -0.2247 1.7780 1.0235  0.31
H -1.2106 2.4297 -0.3694  0.37
H 2.2615 0.1011 0.8398  0.28
H 2.3652 0.4741 -0.8268  0.27
H 1.6440 -2.1443 0.0450  0.35
H 0.7471 -1.4216 -1.3657  0.30

=====

No. 2
An isolated molecule of C5H10O, computed with the ωB97M-V functional and the def2-TZVPD basis.

Values from the calculation:
SMILES string: CC[C@@]1(C)CO1
Kohn-Sham gap, eV: 11.1
LUMO energy, hartree: 0.0365
ΔE to the lowest compared entry with this formula, charge and spin, kcal per mole: 25.32

Each line ends with the Mulliken charge.
Element x y z (Å)
C -0.7590 -1.7258 0.1943  -1.18
C 0.5549 -0.9744 0.0075  -0.49
C 0.4121 0.5257 -0.0799  1.24
C -0.6821 1.0522 -0.9804  -1.52
C 0.8962 1.3762 1.0181  -0.72
O 1.6531 1.2181 -0.1726  -0.52
H -1.4118 -1.6128 -0.6786  0.28
H -1.3135 -1.3685 1.0701  0.32
H -0.5745 -2.7953 0.3279  0.36
H 1.0374 -1.2992 -0.9228  0.24
H 1.2537 -1.2132 0.8174  0.38
H -0.7143 0.4932 -1.9256  0.31
H -1.6701 0.9585 -0.5148  0.30
H -0.5013 2.1029 -1.2207  0.46
H 1.3337 0.9169 1.9071  0.27
H 0.4820 2.3732 1.1793  0.27